[1]
Formula: C28H40IN2O18S
Source: OMol25
Level of theory: ωB97M-V/def2-TZVPD

```
90
Properties=species:S:1:pos:R:3:mulliken_charge:R:1
S 10.1880 0.8181 1.1098 -0.212
C 9.0755 2.1796 1.4062 0.008
C 7.7082 2.0488 1.2244 -0.241
C 6.9378 3.1699 1.5042 0.129
I 4.8968 3.1402 1.3458 0.490
C 7.6327 4.3261 1.9232 -0.265
N 8.9234 4.4266 2.0508 -0.715
N 9.6189 3.3256 1.7895 0.337
H 10.0256 0.2346 2.3067 0.227
H 7.2702 1.1263 0.8869 0.485
H 7.0663 5.2132 2.1590 0.473
H 10.6235 3.3885 1.9097 0.270
C 1.0699 7.2868 4.2776 -1.501
C 1.7440 6.0245 3.8096 0.560
C 1.0445 5.2943 2.6910 -0.207
O 1.4795 3.9343 2.9131 -0.270
C 1.7575 3.8062 4.2307 0.602
O 1.9820 2.7678 4.7712 -0.562
O 1.7478 5.0067 4.8416 -0.345
H 1.5197 7.6391 5.2051 0.385
H 1.1638 8.0667 3.5233 0.389
H 0.0117 7.1130 4.4742 0.357
H 2.7883 6.2254 3.5511 0.235
H 1.3441 5.6178 1.6954 0.076
H -0.0428 5.3290 2.7821 0.319
C 0.0490 1.1813 6.3454 -1.592
C -0.5527 -0.1701 6.6275 0.651
C -1.0379 -0.9265 5.4131 -0.504
O -2.0665 -1.7587 5.9682 -0.298
C -2.5556 -1.1229 7.0646 0.639
O -3.5345 -1.4564 7.6479 -0.519
O -1.7786 -0.0648 7.3841 -0.379
H 0.1834 1.7361 7.2733 0.378
H 1.0110 1.0761 5.8604 0.478
H -0.6048 1.7738 5.7041 0.305
H 0.1416 -0.7798 7.2129 0.255
H -0.2688 -1.5353 4.9445 0.297
H -1.4901 -0.2705 4.6658 0.314
C -0.9250 2.7579 -2.5156 -1.288
C 0.2318 3.7075 -2.3668 0.685
C 1.4700 3.1340 -1.7194 -0.326
O 2.0689 4.3117 -1.1241 -0.347
C 1.0654 5.1852 -0.8747 0.579
O 1.1842 6.1796 -0.2225 -0.653
O -0.0799 4.7784 -1.4379 -0.356
H -1.8332 3.2958 -2.7896 0.396
H -0.7099 2.0164 -3.2778 0.193
H -1.1335 2.2432 -1.5750 0.336
H 0.4731 4.1663 -3.3285 0.230
H 2.1511 2.6680 -2.4184 0.253
H 1.2322 2.4310 -0.9170 0.322
C -1.0835 -2.1916 -6.1022 -1.324
C 0.0946 -1.2707 -5.9454 0.530
C 1.3196 -1.8753 -5.3010 -0.522
O 1.9480 -0.7190 -4.7108 -0.350
C 0.9752 0.1757 -4.4543 0.553
O 1.1227 1.1711 -3.8072 -0.490
O -0.1862 -0.1941 -5.0147 -0.319
H -1.9709 -1.6285 -6.3843 0.388
H -0.8850 -2.9299 -6.8741 0.227
H -1.3076 -2.7057 -5.1650 0.376
H 0.3456 -0.8144 -6.9058 0.246
H 1.9909 -2.3545 -6.0077 0.305
H 1.0708 -2.5749 -4.5006 0.297
C -5.5766 -2.7493 5.6626 -1.357
C -6.1613 -4.1152 5.4226 0.567
C -5.4127 -4.9727 4.4296 -0.498
O -6.4467 -5.8318 3.9310 -0.339
C -7.6242 -5.1643 4.0511 0.614
O -8.6493 -5.5183 3.5719 -0.522
O -7.4557 -4.0400 4.7877 -0.379
H -6.2732 -2.1299 6.2255 0.344
H -4.6503 -2.8201 6.2209 0.363
H -5.3806 -2.2408 4.7159 0.318
H -6.2911 -4.6436 6.3712 0.261
H -4.6146 -5.5591 4.8778 0.293
H -5.0143 -4.3915 3.5944 0.319
C -3.9126 -7.2550 -9.1051 -1.442
C -2.8403 -6.3023 -9.5656 0.501
C -1.5115 -6.4258 -8.8562 -0.471
O -0.9797 -5.0968 -8.9868 -0.317
C -2.0323 -4.2477 -9.0917 0.692
O -1.9482 -3.0634 -9.0378 -0.535
O -3.1827 -4.9346 -9.2580 -0.352
H -4.8789 -6.9673 -9.5164 0.355
H -3.6835 -8.2698 -9.4282 0.385
H -4.0047 -7.2436 -8.0184 0.347
H -2.7105 -6.3722 -10.6488 0.264
H -0.8409 -7.1506 -9.3097 0.306
H -1.6251 -6.6489 -7.7929 0.296
```

The calculation puts the lowest unoccupied orbital energy at -5.28 eV. The strongest force on any atom is 1.4 eV Å⁻¹. As for the net charge: +1. The total energy is -88450.09462 eV. The value obtained for the HOMO energy is -11.50 eV.

***

[2]
Formula: C28H40KN5O3PS2
Source: OMol25
Level of theory: ωB97M-V/def2-TZVPD

```
80
Properties=species:S:1:pos:R:3:mulliken_charge:R:1
K -0.7558 0.4783 -0.3116 1.161
C -0.9712 1.5145 -3.4931 -1.339
C -0.3260 0.2062 -3.9421 -1.277
C -0.4976 -1.0288 -3.0685 1.499
C 0.1655 -2.2700 -3.5510 -1.613
C -0.5875 -3.5206 -3.4139 -0.743
C -1.7585 -3.5302 -2.7707 -0.550
C -2.3009 -2.2793 -2.2731 -0.303
N -1.7631 -1.1255 -2.4166 -0.093
N -0.2738 2.2904 -2.4553 1.158
C -1.0181 3.5277 -2.2234 -1.305
C -2.4272 3.3640 -1.6981 0.461
C -3.3682 4.3473 -1.9790 -0.969
C -4.6307 4.2479 -1.4267 -0.510
C -4.9224 3.1604 -0.6168 -0.751
C -3.9267 2.2239 -0.4046 -0.541
N -2.6994 2.3121 -0.9269 0.427
C 1.0975 2.6344 -2.8744 -1.952
C 2.1537 1.6987 -2.3435 0.776
C 2.3149 1.5363 -0.9694 -0.442
C 3.3075 0.6945 -0.5032 -0.390
C 4.1203 0.0577 -1.4285 -0.416
C 3.8994 0.2970 -2.7733 -0.410
N 2.9327 1.0940 -3.2328 -0.510
H -1.9774 1.3003 -3.1332 0.618
H -1.0765 2.1400 -4.3938 0.398
H 0.7351 0.3318 -4.1659 0.563
H -0.8162 -0.0411 -4.8896 0.334
H 0.8115 -2.1820 -4.4167 0.653
H -0.1849 -4.4170 -3.8689 0.464
H -2.3406 -4.4338 -2.6571 0.453
H -3.2636 -2.3041 -1.7672 0.502
H -1.0649 4.1389 -3.1385 0.390
H -0.4632 4.1208 -1.4895 0.520
H -3.1091 5.1751 -2.6257 0.476
H -5.3779 5.0039 -1.6285 0.424
H -5.8970 3.0357 -0.1674 0.433
H -4.1205 1.3526 0.2125 0.465
H 1.3263 3.6370 -2.5065 0.737
H 1.1834 2.6727 -3.9661 0.308
H 1.6883 2.0938 -0.2794 0.736
H 3.4401 0.5353 0.5582 0.422
H 4.9029 -0.6187 -1.1150 0.390
H 4.5195 -0.1784 -3.5249 0.390
S 0.9505 -1.5820 -2.0366 -0.004
C 2.5312 -2.3616 0.7557 -0.171
N 1.9198 -3.5144 0.6136 0.131
C 2.0614 -4.5849 1.6206 -0.602
C 3.3164 -4.2541 2.4151 -0.640
S 3.5781 -2.4616 2.1119 -0.092
H 1.2179 -3.6016 -0.1093 0.093
H 2.1280 -5.5566 1.1337 0.427
H 1.1777 -4.5818 2.2654 0.191
H 4.1852 -4.7979 2.0492 0.410
H 3.1958 -4.4495 3.4771 0.365
C 1.2076 -1.9139 5.2503 -0.728
C 1.5297 -0.4458 5.0803 -0.391
O 0.5511 0.1995 4.2344 -0.324
P 0.8990 0.3016 2.6506 -0.272
O 0.1085 -0.9696 2.0118 0.466
C -1.2103 -1.3686 2.4308 -0.316
C -1.5459 -2.6577 1.7176 -0.756
O -0.2405 1.4171 2.2263 -0.377
C -0.0207 2.7831 2.6346 -0.290
C -0.9327 3.1517 3.7812 -1.353
H 1.9345 -2.3797 5.9170 0.419
H 1.2503 -2.4274 4.2874 -0.087
H 0.2146 -2.0446 5.6814 0.317
H 2.5257 -0.3149 4.6472 0.386
H 1.4967 0.0834 6.0307 0.329
H -1.9262 -0.5768 2.1887 0.211
H -1.2217 -1.4932 3.5134 0.436
H -1.4775 -2.5356 0.6334 -0.020
H -2.5574 -2.9778 1.9698 0.452
H -0.8523 -3.4457 2.0110 0.080
H -0.2206 3.4049 1.7596 0.233
H 1.0314 2.9185 2.9062 0.457
H -1.9765 3.0226 3.4941 0.307
H -0.7789 4.1957 4.0568 0.432
H -0.7302 2.5253 4.6484 0.238
```

The calculation puts the lowest unoccupied orbital energy at -2.57 eV. As for the energy relative to the best compared isomer or geometry (same formula, charge and spin): 2.803 eV. The strongest force on any atom is 0.3 eV Å⁻¹. As for the net charge: +1. The total energy is -90558.58926 eV. The value obtained for the HOMO energy is -10.73 eV.

***

[3]
Formula: C28H40N4O7PS2Zr
Source: OMol25
Level of theory: ωB97M-V/def2-TZVPD

```
83
Properties=species:S:1:pos:R:3:mulliken_charge:R:1
Zr 0.6765 -0.9858 -0.1703 -0.114
C -0.2874 -3.9381 -2.7469 -1.316
C -1.2493 -3.5480 -1.6312 0.670
C -2.4524 -2.7770 -2.1648 -1.506
C -0.5275 -2.7637 -0.5388 -1.089
H -0.7858 -4.5507 -3.4996 0.493
H 0.5643 -4.4968 -2.3565 0.342
H 0.1016 -3.0478 -3.2462 -0.086
H -1.6293 -4.4781 -1.1945 0.362
H -2.1483 -1.8013 -2.5566 0.191
H -3.1948 -2.6090 -1.3817 0.375
H -2.9442 -3.3262 -2.9689 0.454
H 0.3158 -3.3892 -0.1566 0.474
H -1.1868 -2.6453 0.3447 0.663
C -5.2621 2.4124 5.4842 -1.228
C -4.2988 3.2009 4.6049 -0.425
S -4.3450 2.5595 2.9506 1.110
O -3.8194 1.2134 2.9535 -0.681
O -5.6409 2.8008 2.3725 -0.691
C -3.1682 3.5642 2.0550 -0.605
C -3.2159 3.1597 0.5747 -1.527
N -1.9510 2.5753 0.1138 0.331
C -1.7364 1.2632 -0.0871 0.697
N -0.4645 1.0451 -0.4400 0.499
C 0.1657 2.2619 -0.4531 -1.049
C -0.7449 3.2074 -0.1242 -0.635
N -0.5219 4.6216 -0.0203 1.055
O 0.5697 5.0187 -0.3588 -0.611
O -1.4349 5.3067 0.4051 -0.614
C -2.7645 0.2091 0.0776 -0.839
H -5.2308 2.8109 6.4965 0.393
H -4.9840 1.3604 5.5171 0.322
H -6.2811 2.4962 5.1110 0.344
H -3.2651 3.1113 4.9419 0.366
H -4.5728 4.2542 4.5377 0.412
H -2.1892 3.3682 2.4921 0.426
H -3.4206 4.6129 2.1907 0.614
H -3.4516 4.0159 -0.0478 0.278
H -3.9801 2.4045 0.4043 0.772
H 1.2120 2.3878 -0.6647 1.134
H -3.6263 0.3972 -0.5650 0.752
H -3.1069 0.1688 1.1134 0.030
H -2.3445 -0.7525 -0.2065 -0.599
O 2.8578 -3.8578 -0.9897 -0.586
C 3.3256 -2.7937 -0.6822 0.250
N 2.6746 -1.8540 0.1366 -0.298
S 3.5494 -0.4933 0.3310 0.987
O 4.0606 -0.2475 1.6336 -0.671
O 2.6096 0.5228 -0.1978 -0.445
C 4.8324 -0.9229 -0.7842 0.704
C 5.9427 -0.1937 -1.1624 -0.796
C 6.8541 -0.8312 -1.9951 -0.516
C 6.6581 -2.1506 -2.4002 -0.568
C 5.5420 -2.8697 -1.9928 -0.538
C 4.6245 -2.2344 -1.1758 0.055
H 6.0999 0.8209 -0.8228 0.537
H 7.7357 -0.2982 -2.3242 0.435
H 7.3925 -2.6212 -3.0398 0.423
H 5.3781 -3.8939 -2.2996 0.533
C -0.0748 -0.5411 4.7350 -0.650
C 0.1679 -1.7274 4.0627 -0.876
C 0.3216 -1.7132 2.6812 -0.559
C 0.2300 -0.5265 1.9416 1.402
C -0.0073 0.6549 2.6528 0.053
C -0.1571 0.6536 4.0290 -0.592
H -0.1946 -0.5433 5.8105 0.400
H 0.2398 -2.6586 4.6091 0.452
H 0.5224 -2.6631 2.1870 0.303
H -0.0536 1.6054 2.1284 0.322
H -0.3270 1.5817 4.5614 0.491
C -0.2218 -0.3043 -4.1062 -1.374
P 1.1905 -0.3087 -2.9532 1.354
C 2.4452 -1.3287 -3.7953 -1.314
C 1.8551 1.3700 -3.2121 -1.476
H 0.0925 0.0810 -5.0774 0.519
H -1.0085 0.3397 -3.7104 0.327
H -0.6283 -1.3045 -4.2364 0.399
H 2.4752 -1.0829 -4.8578 0.586
H 2.2340 -2.3906 -3.6739 0.350
H 3.4242 -1.1204 -3.3620 0.227
H 2.1719 1.4844 -4.2498 0.567
H 2.7030 1.5500 -2.5531 0.228
H 1.0837 2.1123 -3.0071 0.409
```

The calculation puts the lowest unoccupied orbital energy at -3.27 eV. As for the energy relative to the best compared isomer or geometry (same formula, charge and spin): 0.186 eV. The strongest force on any atom is 0.2 eV Å⁻¹. As for the net charge: +1. The total energy is -82210.73288 eV. The value obtained for the HOMO energy is -11.65 eV.

***

[4]
Formula: C28H41BrIInN7O
Source: OMol25
Level of theory: ωB97M-V/def2-TZVPD

```
80
Properties=species:S:1:pos:R:3:mulliken_charge:R:1
C 2.1012 0.2131 -0.9672 -0.515
C 2.4930 -1.2947 -1.2239 -0.641
C 2.0259 -2.2312 -0.0671 -0.469
C 0.8671 -3.1283 -0.6051 -0.361
N -0.2662 -2.3445 -1.1347 -0.532
In -1.5343 -1.5546 0.3652 0.938
O -2.6171 -2.9724 1.4235 -0.897
Br -3.3272 -0.0771 -0.9137 -0.476
I -0.2963 0.1474 2.2146 -0.519
H 1.1252 0.3973 -1.4507 0.157
H 2.8779 0.8954 -1.3600 0.083
H 2.0077 0.3100 0.1267 0.130
H 2.1183 -1.5939 -2.2134 0.310
H 3.6012 -1.3270 -1.2572 0.434
H 1.7635 -1.7051 0.8636 0.222
H 2.8652 -2.9105 0.1856 0.312
H 0.5911 -3.8979 0.1448 -0.105
H 1.3109 -3.6869 -1.4601 0.484
H -0.7938 -3.0085 -1.6969 0.272
H -2.8744 -2.5468 2.2378 0.248
N 4.0838 3.5635 -2.4982 0.017
C 5.4049 3.9167 -2.6179 -0.635
C 5.7644 3.7592 -3.9312 -0.428
C 4.6191 3.3016 -4.6313 -0.466
C 3.5985 3.1922 -3.7225 -0.592
H 3.5535 3.5739 -1.6448 0.291
H 5.9714 4.2443 -1.7612 0.501
H 6.7414 3.9519 -4.3433 0.431
H 4.5507 3.0768 -5.6829 0.434
H 2.5737 2.8821 -3.8399 0.432
N -5.5992 1.4422 -3.4020 0.125
C -6.8035 2.0469 -3.6290 -0.503
C -6.7593 2.6229 -4.8740 -0.370
C -5.4786 2.3488 -5.4181 -0.482
C -4.7874 1.6161 -4.4856 -0.376
H -5.3470 0.9440 -2.5653 0.089
H -7.5851 2.0169 -2.8885 0.352
H -7.5575 3.1775 -5.3408 0.375
H -5.1055 2.6529 -6.3828 0.371
H -3.7914 1.2063 -4.4997 0.362
N -2.1576 -5.3670 -0.5027 0.212
C -2.6696 -6.0587 -1.5643 -0.584
C -2.0671 -7.2919 -1.5967 -0.482
C -1.1607 -7.3447 -0.5076 -0.623
C -1.2424 -6.1419 0.1494 -0.174
H -2.4157 -4.4291 -0.2401 0.120
H -3.4148 -5.6160 -2.2040 0.398
H -2.2578 -8.0681 -2.3206 0.387
H -0.5217 -8.1694 -0.2350 0.423
H -0.7290 -5.7732 1.0214 0.285
N 4.1373 6.6223 -1.2884 0.078
C 4.2121 7.1848 -0.0434 -0.528
C 3.9603 8.5271 -0.1711 -0.436
C 3.7197 8.7815 -1.5454 -0.653
C 3.8335 7.5860 -2.2087 -0.221
H 4.2830 5.6507 -1.4965 0.309
H 4.4381 6.5846 0.8224 0.334
H 3.9490 9.2451 0.6328 0.384
H 3.4885 9.7323 -1.9973 0.379
H 3.7259 7.3393 -3.2518 0.381
N -2.7220 1.7430 4.9677 0.076
C -3.9006 2.3993 5.1870 -0.516
C -4.4332 1.9310 6.3617 -0.373
C -3.5366 0.9579 6.8715 -0.408
C -2.4894 0.8667 5.9894 -0.439
H -2.1174 1.8822 4.1756 0.142
H -4.2587 3.1390 4.4908 0.362
H -5.3621 2.2522 6.8047 0.382
H -3.6457 0.3891 7.7808 0.374
H -1.6030 0.2548 6.0002 0.365
N 0.7937 -4.1444 4.7859 0.032
C 0.2783 -4.8343 3.7247 -0.525
C 0.8807 -6.0661 3.6899 -0.116
C 1.7912 -6.1216 4.7769 -0.737
C 1.7133 -4.9212 5.4364 -0.445
H 0.5358 -3.2106 5.0464 0.169
H -0.4705 -4.3884 3.0873 0.471
H 0.6880 -6.8408 2.9654 0.451
H 2.4305 -6.9471 5.0453 0.372
H 2.2310 -4.5547 6.3072 0.374
```

The calculation puts the lowest unoccupied orbital energy at 1.94 eV. The strongest force on any atom is 1.6 eV Å⁻¹. As for the net charge: -1. The total energy is -125500.30157 eV. The value obtained for the HOMO energy is -6.03 eV.